Record 1
The following is a quantum chemistry calculation of a molecular structure, C8H28B2KO4 at a distorted geometry, from the OMol25 dataset.

Geometry as XYZ:
```
43
C8H28B2KO4 | the OMol25 dataset | ωB97M-V/def2-TZVPD
K 0.43609 0.96293 -0.08935
B -1.13837 2.28471 -2.92859
H -0.48910 3.05798 -2.54815
H -1.00819 1.32827 -2.44639
H -2.18617 2.54230 -2.93062
H -0.96210 2.21454 -3.99078
B 2.13927 2.91548 1.03666
H 1.70042 3.08931 0.06639
H 3.21202 2.96416 0.93133
H 1.86721 3.69876 1.72710
H 1.94598 1.99225 1.56060
C -2.61962 2.10735 1.43889
O -2.17044 0.83249 1.11306
C -2.64019 -0.18330 1.95990
C -1.60927 -0.74308 2.92260
O -0.49989 -1.31138 2.21171
C 0.19256 -2.43240 2.79631
H -1.94132 2.41672 2.23406
H -3.66492 2.15351 1.74438
H -2.42879 2.80231 0.62115
H -2.97379 -0.97134 1.28476
H -3.57232 0.06013 2.46979
H -1.94204 -1.48017 3.65340
H -1.28131 0.17627 3.40771
H 0.82500 -2.03903 3.59216
H 0.99100 -2.85111 2.18372
H -0.34019 -3.30502 3.17423
C -1.46256 -1.95535 -1.34766
O -0.06670 -1.86045 -1.26114
C 0.66415 -2.04381 -2.41409
C 2.12132 -1.72363 -2.02126
O 2.26062 -0.48235 -1.41378
C 3.61299 -0.11055 -1.07463
H -1.83793 -2.94799 -1.09893
H -1.82281 -1.62270 -2.32114
H -1.80708 -1.20391 -0.63721
H 0.38176 -1.23799 -3.09159
H 0.57644 -2.99997 -2.93000
H 2.70495 -1.68723 -2.94113
H 2.51936 -2.44150 -1.30410
H 4.24821 -0.06145 -1.95904
H 4.30014 -0.82514 -0.62155
H 3.76540 0.92154 -0.75894
```

molecular weight: 249.03 Da
total charge: -1
strongest force on any atom: 4.65 eV/A
E_HOMO: -4.66 eV
energy above the lowest of the compared OMol25 structures with the same formula, charge and spin: 3.631 eV

Record 2
The following is a quantum chemistry calculation of 4 unconnected molecules or ions with the total composition C27H36INO16P4S at a distorted geometry, from the OMol25 dataset.

Geometry as XYZ:
```
86
C27H36INO16P4S | the OMol25 dataset | ωB97M-V/def2-TZVPD
C -0.15321 -4.27555 -0.24961
C -0.24523 -3.54962 1.09150
O -1.22713 -2.48310 0.90115
P -1.61985 -1.62225 2.18041
O -0.95986 -2.06735 3.41717
C -1.11247 0.07805 1.80837
C 0.39461 0.15619 2.06402
N 1.06596 1.31233 1.43579
C 0.83390 2.54487 2.11138
C 1.61393 2.80657 3.23882
C 1.47246 3.98216 3.95673
I 2.65050 4.36170 5.65145
C 0.54681 4.94028 3.55935
C -0.24532 4.67692 2.44907
C -0.11263 3.49362 1.73017
S -1.13126 3.19659 0.31681
C -0.05381 2.15617 -0.61888
C -0.16477 2.15888 -2.00342
C 0.66876 1.34962 -2.77358
P 0.61945 1.36990 -4.60185
P 1.15826 3.44054 -5.02196
O 0.07517 4.16462 -5.68838
O 1.60972 4.17443 -3.65838
O 2.47796 3.42750 -5.93921
C 1.59123 0.50690 -2.13283
P 2.63908 -0.62258 -3.10555
O 1.84081 -1.58505 -3.90434
C 1.69044 0.53566 -0.74877
C 0.88394 1.36507 0.02888
O -3.19888 -1.67179 2.33098
C -3.95791 -1.17375 1.19613
C -5.11253 -2.09534 0.87488
H 0.00269 -5.33481 -0.13798
H 0.65352 -3.86412 -0.85164
H -1.08464 -4.10021 -0.78186
H -0.55360 -4.22949 1.86273
H 0.70840 -3.08971 1.32091
H -1.37909 0.27306 0.77041
H -1.68270 0.73881 2.45618
H 0.56077 0.17989 3.13363
H 0.86264 -0.74372 1.67652
H 2.33793 2.07128 3.55548
H 0.45933 5.86403 4.10427
H -0.96416 5.42908 2.16094
H -0.88504 2.78141 -2.51128
H -0.72413 1.29613 -5.00062
H 2.24783 3.65085 -3.15515
H 3.22327 3.84510 -5.49646
H 3.45751 0.20000 -3.90898
H 3.40995 -1.31313 -2.17288
H 2.39202 -0.10334 -0.23595
H -3.31379 -1.10604 0.32101
H -4.32170 -0.18541 1.45884
H -5.55641 -2.52497 1.76567
H -5.86755 -1.51387 0.35187
H -4.79598 -2.88937 0.20584
O 4.53177 -1.04663 -0.12571
C 5.18579 -0.07216 -0.29618
O 5.13286 0.73519 -1.40250
C 5.89297 1.91526 -1.09689
C 6.83636 1.43848 -0.01721
O 6.08724 0.38942 0.59341
H 6.41205 2.26944 -1.98388
H 5.20808 2.68984 -0.74708
H 7.76019 1.02255 -0.42265
H 7.08025 2.20782 0.71022
O -3.88237 2.57515 -1.02648
C -4.56077 3.54810 -1.05438
O -4.14597 4.76086 -1.48951
C -5.28873 5.61479 -1.59071
C -6.25695 4.97098 -0.61988
O -5.85420 3.59875 -0.65376
H -5.02733 6.63534 -1.32420
H -5.65197 5.59542 -2.61952
H -6.14015 5.34676 0.39821
H -7.29665 5.07121 -0.91973
O 0.08892 -6.32401 1.92461
C 0.06109 -7.49496 1.73502
O 0.26597 -8.43831 2.68422
C -0.07274 -9.71208 2.12940
C 0.09286 -9.47049 0.64346
O -0.18048 -8.07144 0.53201
H 0.58751 -10.48413 2.51534
H -1.10199 -9.95170 2.40207
H 1.11155 -9.65842 0.29992
H -0.60036 -10.04468 0.03457
```

molecular weight: 913.44 Da
total charge: 0
strongest force on any atom: 1.65 eV/A
structure (SMILES): CCOP(=O)(CCN1c2cc(I)ccc2Sc2cc(PP(=O)(O)O)c([PH2]=O)cc21)OCC.O=C1OCCO1.O=C1OCCO1.O=C1OCCO1
E_HOMO: -7.95 eV

Record 3
The following is a quantum chemistry calculation of a molecular structure, C52H57BiF5N8O3S at a distorted geometry, from the OMol25 dataset.

Geometry as XYZ:
```
127
C52H57BiF5N8O3S | the OMol25 dataset | ωB97M-V/def2-TZVPD
Bi 0.15966 -0.13640 -0.20668
C 0.80056 -6.65760 0.02232
C 1.14136 -5.65880 -1.08698
C 0.30746 -4.42150 -1.01548
C -0.83084 -4.12130 -1.70848
C -1.57794 -4.98090 -2.67508
C -1.31424 -4.57220 -4.12568
C -1.21294 -2.78190 -1.33428
C -2.29894 -2.08520 -1.83428
C -2.66764 -0.78130 -1.52848
C -3.77914 -0.08040 -2.10348
C -4.75534 -0.67290 -3.06788
C -5.84664 -1.47520 -2.35168
C -3.74904 1.19370 -1.60028
C -2.64144 1.25050 -0.68798
C -2.32974 2.33850 0.11402
C -1.47154 2.30600 1.21532
N -0.68164 1.26760 1.54352
C 0.01876 1.61270 2.65472
C 0.96166 0.81470 3.28592
C 1.38786 -0.45630 2.92222
N 1.02336 -1.13430 1.80632
C 1.70046 -2.29900 1.79062
C 1.55166 -3.28020 0.81752
C 0.58606 -3.29160 -0.16958
N -0.33714 -2.31690 -0.40208
C 2.54056 -2.39610 2.95722
C 2.32956 -1.25060 3.67712
C 2.87786 -0.90400 5.02212
C 1.87276 -1.27030 6.11802
C 3.43186 -3.55080 3.28682
C 2.67486 -4.68080 3.98922
C -0.37174 2.94800 3.06852
C -1.30344 3.37750 2.16712
C -2.02274 4.68250 2.09702
C -3.46234 4.57930 2.60642
C 0.16986 3.70090 4.24222
C -0.70514 3.54430 5.49032
N -2.01414 0.04020 -0.66708
C -4.66154 2.33040 -1.91748
C -5.81274 2.45350 -0.91568
H 1.39006 -7.56820 -0.09228
H -0.25624 -6.91730 -0.01318
H 1.01296 -6.23140 1.00082
H 0.99516 -6.13620 -2.05698
H 2.19536 -5.38620 -1.01538
H -2.64824 -4.90470 -2.46248
H -1.28624 -6.02470 -2.53938
H -1.54624 -3.51980 -4.27368
H -1.92534 -5.16770 -4.80438
H -0.26514 -4.72100 -4.37098
H -2.91834 -2.60280 -2.55238
H -4.23074 -1.32650 -3.76908
H -5.22094 0.12510 -3.64848
H -5.40314 -2.26970 -1.75618
H -6.54094 -1.91760 -3.06598
H -6.40844 -0.83000 -1.68068
H -2.88554 3.24610 -0.05138
H 1.42576 1.22850 4.17152
H 2.19616 -4.14360 0.88372
H 3.10066 0.16450 5.07522
H 3.80976 -1.44940 5.19662
H 0.94636 -0.71850 5.97532
H 2.27036 -1.04070 7.10452
H 1.64756 -2.33420 6.07642
H 4.25016 -3.21790 3.93232
H 3.87986 -3.94680 2.37152
H 2.28536 -4.34190 4.94602
H 3.33346 -5.53120 4.16242
H 1.83436 -5.00490 3.37982
H -2.04104 5.01430 1.05882
H -1.48734 5.43490 2.67792
H -3.97954 3.75740 2.11112
H -3.99864 5.50450 2.40692
H -3.47984 4.39110 3.67852
H 0.22396 4.76340 3.98852
H 1.18516 3.35910 4.45702
H -1.66914 4.02220 5.32812
H -0.23034 4.01530 6.35022
H -0.87794 2.49520 5.72032
H -5.08364 2.18860 -2.91588
H -4.08794 3.25910 -1.92608
H -6.43744 1.56400 -0.94268
H -6.42764 3.31940 -1.15688
H -5.42884 2.56990 0.09392
C -1.33324 0.53960 -5.83988
N -0.44574 -0.11100 -4.91098
C 0.39116 -1.09810 -5.30578
C 1.21276 -1.71950 -4.44038
C 1.13996 -1.36100 -3.03328
O 1.84636 -1.90210 -2.17458
N 0.24666 -0.41140 -2.68868
C -0.50974 0.27760 -3.54208
O -1.25884 1.18420 -3.23918
H -0.85104 0.64190 -6.81098
H -1.57904 1.52100 -5.43288
H -2.26234 -0.02890 -5.95328
H 0.35146 -1.35300 -6.36098
H 1.90366 -2.48350 -4.75578
N 3.03206 1.32460 -1.02418
C 3.45916 0.43200 -0.44288
N 3.91536 -0.58490 0.25852
C 4.83086 -0.30210 1.34602
C 6.26966 -0.24830 0.80972
O 6.61006 -1.43110 0.11832
C 5.72306 -1.66440 -0.96388
C 4.27936 -1.78590 -0.47218
H 4.73076 -1.11100 2.07632
H 4.56036 0.64340 1.81862
H 6.98936 -0.16040 1.62552
H 6.36756 0.61780 0.13622
H 6.05846 -2.59240 -1.43088
H 5.79846 -0.83920 -1.69108
H 4.19676 -2.62760 0.21902
H 3.57256 -1.92570 -1.29118
F 0.17906 9.61530 -1.55138
C 0.07936 8.27230 -1.40508
C -1.15294 7.63140 -1.49818
F -2.26494 8.36110 -1.74318
C -1.23404 6.26160 -1.35128
F -2.45444 5.68550 -1.42788
C -0.10644 5.43550 -1.13008
S -0.20174 3.74330 -1.04388
C 1.12216 6.13220 -1.02188
F 2.25156 5.45130 -0.75328
C 1.21496 7.50110 -1.16178
F 2.41616 8.11590 -1.06478
```

molecular weight: 1178.12 Da
total charge: -1
strongest force on any atom: 1.12 eV/A
E_HOMO: -3.59 eV

Record 4
The following is a quantum chemistry calculation of a molecular structure, CH4BrClOP at a distorted geometry, from the OMol25 dataset.

Geometry as XYZ:
```
9
CH4BrClOP | the OMol25 dataset | ωB97M-V/def2-TZVPD
C -0.82041 0.38538 0.82601
O 0.03934 -0.06434 -2.04504
P 0.58274 -0.49422 0.15410
Cl 0.75620 -2.43031 0.41272
Br 2.20450 0.89704 0.43087
H -0.67328 1.51730 0.72662
H -1.23258 0.14440 1.84475
H -1.65308 -0.03607 0.16174
H 0.79659 0.08082 -2.51178
```

molecular weight: 178.37 Da
total charge: +1
strongest force on any atom: 7.44 eV/A
E_HOMO (alpha / beta): -15.82 / -15.82 eV
energy above the lowest of the compared OMol25 structures with the same formula, charge and spin: 3.582 eV